Entry 1:
46
Properties=species:S:1:pos:R:3:lowdin_charge:R:1 method="wB97M-V/def2-TZVPD" homo_energy_ev=-8.2 de_lowest_kcal_mol=64.1 mol_weight_g_mol=370.4 homo_lumo_gap_ev=8.393 charge=0 e_lumo_ev=0.21
F 3.79085 -4.77548 2.47209 0.15
N 0.01564 -5.95858 2.04164 0.08
N 2.89249 -0.44436 0.38139 0.19
O -0.73054 0.60837 -1.58842 0.05
O -1.20471 3.14307 -2.24306 -0.09
O -2.09965 3.01620 0.32897 -0.10
C 1.30233 -5.70926 1.77990 -0.39
C 1.79757 -0.11716 -0.19383 -0.32
C 2.30649 3.54575 -1.08459 -0.04
C 3.54081 -2.61287 1.44035 0.08
C 1.07075 3.85519 -1.69903 -0.03
C 2.47659 2.18860 -0.54258 0.00
C 1.03146 -3.55471 0.64888 0.06
C 3.21884 -3.99867 1.68413 -0.26
C 2.68224 -1.76972 0.76619 -0.25
C 0.04527 2.95925 -1.66448 -0.20
C 0.25179 1.58415 -1.22611 -0.11
C 1.88608 -4.46655 1.30027 -0.08
C 1.45196 1.23204 -0.62646 -0.09
C 1.47098 -2.26885 0.41584 -0.15
N 1.96325 -6.93033 1.99503 0.06
N 0.95405 -1.12202 -0.18585 0.17
C -2.66884 1.78747 0.84256 -0.16
C -2.11070 4.19662 -1.84271 -0.11
C -3.95665 1.59958 0.07875 -0.16
C -3.76068 2.35831 -1.22610 -0.11
C -2.91854 3.60126 -0.74157 -0.27
H -0.26737 -6.87881 2.34651 0.02
H -1.25695 1.18310 -2.13190 0.07
H 3.15706 4.27123 -1.03639 0.11
H 4.30881 -2.14661 2.06836 0.12
H 0.90446 4.88886 -2.13657 0.14
H 3.49529 1.95672 -0.16156 0.12
H 0.04877 -3.80694 0.51477 0.09
H 3.03309 -6.84248 1.99921 0.11
H 1.54750 -7.45605 2.75967 0.09
H 0.01475 -1.03724 -0.47680 0.13
H -1.98875 1.02366 0.62488 0.08
H -2.89887 1.80764 1.88784 0.12
H -2.80042 4.49891 -2.66196 0.14
H -1.56807 5.16866 -1.58772 0.15
H -4.26318 0.52750 -0.11559 0.14
H -4.66054 2.05210 0.64867 0.07
H -3.19392 1.83062 -1.99241 0.10
H -4.76042 2.60805 -1.61130 0.12
H -3.55037 4.40376 -0.24889 0.17


Entry 2:
9
Properties=species:S:1:pos:R:3:lowdin_charge:R:1 method="wB97M-V/def2-TZVPD" homo_energy_ev=-9.5 de_lowest_kcal_mol=173.3 mol_weight_g_mol=106.5 homo_lumo_gap_ev=9.237 charge=0 e_lumo_ev=-0.25
C -0.92033 -0.76181 -1.21942 0.10
C 0.03269 -0.03632 -0.40025 -0.69
C -0.37126 0.77853 0.73506 -0.02
O 1.40605 -2.24991 0.04435 -0.67
O -0.51688 0.39223 -1.63949 0.05
Cl 1.67132 -0.87314 -0.53839 0.99
H -1.20646 0.34580 1.11662 0.07
H -0.50538 1.75956 0.44804 0.08
H 0.41026 0.64506 1.45350 0.09


Entry 3:
8
Properties=species:S:1:pos:R:3:lowdin_charge:R:1 method="wB97M-V/def2-TZVPD" homo_energy_ev=-8.9 de_lowest_kcal_mol=81.2 mol_weight_g_mol=76.1 homo_lumo_gap_ev=9.860 charge=0 e_lumo_ev=0.96 smiles=SN1CN1
C 0.00814 0.54110 0.60221 -0.32
N -0.80685 -0.62500 0.69899 -0.02
N 0.40942 -0.54342 -0.21097 -0.47
S -0.04198 -0.41988 -1.88059 0.74
H -0.44557 1.27120 0.03683 0.05
H 0.59648 0.81832 1.55453 0.14
H -0.74640 -1.22648 1.47684 0.07
H 1.02676 0.18414 -2.27783 -0.18


Entry 4:
43
Properties=species:S:1:pos:R:3:lowdin_charge:R:1 method="wB97M-V/def2-TZVPD" homo_energy_ev=-8.3 mol_weight_g_mol=346.8 homo_lumo_gap_ev=8.463 charge=0 e_lumo_ev=0.14 smiles="Cn1cnc(CN2CC(NC(=O)c3cc(C4CC4)cnn3)C2)c1Cl"
O -2.09753 -0.27160 -1.94517 0.06
Cl 1.05710 -3.99062 2.80762 0.78
N -0.25935 -0.27501 2.85759 0.09
N 1.69262 1.95037 -0.38448 0.02
N 0.44527 1.31193 -0.08353 0.10
C -1.52964 0.10947 -0.94607 -0.41
C 1.01993 -0.17342 2.60479 -0.17
C 0.69739 -2.35948 2.73130 -0.68
C -0.50101 -1.70901 2.88555 -0.25
C 2.12981 2.38361 -1.58659 -0.06
C -0.23132 0.89330 -1.14884 -0.18
C 0.14201 1.31937 -2.44804 0.04
C 1.28110 2.06121 -2.69744 -0.17
N 1.68899 -1.39675 2.56117 -0.11
N -2.94903 -2.37908 2.49005 -0.16
N -1.88940 -0.25986 0.35716 0.12
C 3.09626 -1.68393 2.42134 -0.07
C -1.74336 -2.45129 3.37519 -0.14
C -3.48161 -1.03447 2.22168 -0.12
C -2.70308 -2.61321 1.04818 -0.13
C 2.40777 3.55869 -4.63891 -0.18
C 0.89076 3.60877 -4.73656 -0.10
C 1.63562 2.35385 -4.15801 -0.23
C -3.06403 -1.13512 0.73413 -0.21
H 1.53311 0.78970 2.49743 0.13
H 2.95913 3.03459 -1.51616 0.10
H -0.54072 1.03373 -3.38018 0.18
H -1.19454 -0.02264 1.07630 0.07
H 3.80015 -0.84233 2.59949 0.10
H 3.42880 -2.61122 2.90930 0.06
H 3.39066 -1.97970 1.36459 0.10
H -1.55422 -3.47607 3.37610 0.06
H -2.09804 -2.14850 4.46737 0.16
H -2.94515 -0.30227 2.82222 0.11
H -4.56227 -1.00063 2.36380 0.11
H -3.43532 -3.43342 0.67690 0.13
H -1.62872 -2.95444 0.68287 0.15
H 2.96650 4.12663 -3.90060 0.10
H 2.96653 3.38189 -5.49526 0.07
H 0.40045 4.40590 -4.07180 0.13
H 0.81226 3.67236 -5.92773 0.14
H 1.78180 1.49396 -4.83896 0.14
H -3.81567 -0.98526 -0.02779 0.13


Entry 5:
73
Properties=species:S:1:pos:R:3:lowdin_charge:R:1 method="wB97M-V/def2-TZVPD" homo_energy_ev="-3.3 / -8.5" de_lowest_kcal_mol=0.0 multiplicity=2 mol_weight_g_mol=586.6 homo_lumo_gap_ev="2.869 / 8.029" charge=0 e_lumo_ev="-0.46 / -0.50"
Ca 2.97131 -1.50071 -3.19409 1.04
N 0.32958 -0.34538 -0.88547 -0.61
O 1.19667 -0.66300 -1.70387 -0.12
O 0.45240 -0.56218 0.29806 -0.04
O -0.65776 0.16175 -1.32252 0.03
C 2.41222 0.27091 3.05146 -0.17
O 1.73191 1.49389 3.11907 -0.13
H 1.90151 -0.42940 3.71239 0.08
H 2.43608 -0.27364 2.10754 0.05
H 3.45224 0.43642 3.33262 0.08
H 2.04109 1.93509 3.91364 0.09
C -2.32297 4.18636 -2.53885 -0.18
O -2.47124 2.84755 -2.96790 -0.13
H -2.57030 4.91770 -3.30832 0.07
H -3.10862 4.31655 -1.79461 0.08
H -1.30720 4.46779 -2.26117 0.07
H -2.48083 2.23342 -2.23009 0.05
C -0.48844 3.53933 0.75756 -0.71
O -1.59245 3.56106 0.15814 0.00
N 0.41547 2.65568 0.64299 0.20
N -0.17351 4.44641 1.67214 0.16
H 0.37174 1.85916 0.02353 0.09
H 1.17039 2.61513 1.31274 0.08
H -0.89107 5.10954 1.92800 0.12
H 0.80156 4.60738 1.88054 0.11
C -2.36817 -4.04025 0.21130 -0.74
O -2.70005 -4.90253 -0.61745 -0.01
N -3.07216 -3.68994 1.27853 0.16
N -1.31010 -3.28311 -0.01598 0.16
H -2.58597 -3.08106 1.92116 0.06
H -3.97492 -4.07544 1.51628 0.12
H -0.91553 -3.33584 -0.94422 0.12
H -0.94567 -2.70441 0.72726 0.04
C -1.45569 -1.14526 3.10419 -0.77
O -1.05070 -2.06475 2.46709 0.02
N -1.07753 0.05373 2.76141 0.19
N -2.05246 -1.19695 4.26266 0.19
H -0.45627 0.13461 1.96921 0.07
H -1.24918 0.82420 3.39151 0.12
H -1.80443 -1.96768 4.86645 0.13
H -2.37972 -0.28620 4.55168 0.11
C -4.13829 0.67210 0.53064 -0.82
O -4.75875 1.72099 0.63962 0.01
N -4.56980 -0.50263 0.64118 0.19
N -2.85329 0.80479 0.33822 0.17
H -3.99507 -1.28461 0.36136 0.11
H -5.57880 -0.52845 0.67773 0.13
H -2.20411 0.07940 0.06902 0.07
H -2.50808 1.75127 0.26683 0.06
C 2.79441 -3.42388 0.00507 -0.70
O 2.88702 -3.13785 -1.19943 -0.11
N 3.51726 -4.37373 0.60890 0.16
N 1.87982 -2.92319 0.79709 0.20
H 3.66634 -4.45833 1.60425 0.11
H 4.29875 -4.67330 0.04355 0.11
H 1.84435 -3.26524 1.74675 0.12
H 1.46664 -2.03763 0.54183 0.05
C 4.25986 0.61156 -0.77436 -0.79
O 3.96537 -0.20710 -1.58224 -0.12
N 3.41730 1.14665 0.04922 0.21
N 5.46749 1.01812 -0.56090 0.19
H 3.81704 1.93050 0.54507 0.12
H 2.43094 0.94100 0.11931 0.08
H 6.15851 0.66306 -1.20630 0.13
H 5.68718 1.55611 0.26517 0.12
C 0.31397 -0.16343 -5.04396 -0.73
O 1.35058 -0.70926 -4.61171 -0.19
N -0.49785 0.47725 -4.31677 0.20
N -0.15532 -0.15734 -6.25635 0.18
H -1.25370 1.07749 -4.61427 0.12
H -0.19303 0.68114 -3.37570 0.09
H -1.10653 0.13157 -6.43476 0.12
H 0.36866 -0.54295 -7.02890 0.13


Entry 6:
12
Properties=species:S:1:pos:R:3:lowdin_charge:R:1 method="wB97M-V/def2-TZVPD" homo_energy_ev=-9.4 de_lowest_kcal_mol=67.2 mol_weight_g_mol=93.2 homo_lumo_gap_ev=8.595 charge=0 e_lumo_ev=-0.82 smiles="NC=O.CS"
C -1.67209 -0.29376 2.70385 -0.36
S -1.08024 -0.80826 0.97375 0.54
H -0.91043 -0.39994 3.47011 0.03
H -2.49379 -0.97588 2.90433 0.01
H -2.05081 0.69660 2.47655 0.03
H -0.77730 -1.61702 -0.06962 -0.16
C 1.61860 0.51026 -1.46702 -0.43
N 0.33482 0.56872 -1.89068 0.11
O 2.50053 1.27628 -1.81140 0.00
H 1.97575 -0.34892 -0.90624 0.12
H -0.42921 0.10726 -1.42939 0.01
H 0.03249 1.48296 -2.20040 0.11


Copy entry 3 word for word.
8
Properties=species:S:1:pos:R:3:lowdin_charge:R:1 method="wB97M-V/def2-TZVPD" homo_energy_ev=-8.9 de_lowest_kcal_mol=81.2 mol_weight_g_mol=76.1 homo_lumo_gap_ev=9.860 charge=0 e_lumo_ev=0.96 smiles=SN1CN1
C 0.00814 0.54110 0.60221 -0.32
N -0.80685 -0.62500 0.69899 -0.02
N 0.40942 -0.54342 -0.21097 -0.47
S -0.04198 -0.41988 -1.88059 0.74
H -0.44557 1.27120 0.03683 0.05
H 0.59648 0.81832 1.55453 0.14
H -0.74640 -1.22648 1.47684 0.07
H 1.02676 0.18414 -2.27783 -0.18